Record 1
{
  "formula": "C3H5ClS",
  "method": "the ωB97M-V functional and the def2-TZVPD basis",
  "relative_energy_kcal_mol": 43.8,
  "homo_ev": [-7.3, -9.9],
  "multiplicity": 3,
  "e_tot_ha": -975.50006,
  "elements": ["C", "C", "C", "S", "Cl", "H", "H", "H", "H", "H"],
  "positions_angstrom": [[-0.07, 0.04, 0.30], [-0.97, -0.26, -0.76], [1.47, 0.21, 0.20], [-0.76, -1.74, 0.03], [-3.17, 0.86, 0.32], [-0.70, 0.50, 1.13], [-1.31, -0.27, -1.80], [1.53, 1.16, 0.61], [1.88, 0.01, -0.79], [2.10, -0.51, 0.75]]
}

Record 2
{
  "formula": "C3H5ClS2",
  "method": "the ωB97M-V functional and the def2-TZVPD basis",
  "relative_energy_kcal_mol": 76.0,
  "homo_ev": [-8.2, -8.7],
  "e_tot_ha": -1373.73949,
  "elements": ["C", "C", "C", "S", "S", "Cl", "H", "H", "H", "H", "H"],
  "positions_angstrom": [[-1.67, 2.15, 0.47], [1.39, -0.72, 0.04], [0.03, -1.27, -0.42], [-0.56, 2.84, 1.35], [-1.37, -0.55, 0.57], [-2.76, 2.55, -0.69], [2.09, -1.15, -0.71], [1.29, 0.34, 0.00], [1.62, -0.92, 1.03], [0.02, -2.26, -0.17], [-0.09, -1.01, -1.46]]
}